Entry 1:
This record from the Open Molecules 2025 dataset describes 3 unconnected molecules or ions with the total composition CH4NOPS. The level of theory is ωB97M-V/def2-TZVPD.

Computed properties:
Spin multiplicity: 1
Lowest unoccupied orbital energy (alpha / beta), eV: -1.7 / -1.5
Energy, eV: -24759.57372
Energy above the lowest of the compared OMol25 structures with the same formula, charge and spin, kJ/mol: 281.88

Last columns: bonded neighbours and bond lengths (Å).
Geometry (Å):
1 C 1.206 0.451 0.198  N2 1.209, O3 1.143
2 N 0.450 -0.357 -0.288  C1 1.209, H6 1.017
3 O 2.011 1.262 0.229  C1 1.143
4 P -0.993 1.279 1.717  H7 1.412, H8 1.326
5 S 1.004 -2.039 -1.993  H9 1.366
6 H 0.105 -1.181 0.198  N2 1.017
7 H -1.920 1.760 0.768  P4 1.412
8 H -1.804 0.232 1.743  P4 1.326
9 H -0.059 -1.407 -2.572  S5 1.366



Entry 2:
This record from the Open Molecules 2025 dataset describes a gas-phase ion, C8H6ClN2 (charge +1). The level of theory is ωB97M-V/def2-TZVPD.

Computed properties:
Spin multiplicity: 1
Lowest unoccupied orbital energy (alpha / beta), eV: -6.0 / -6.0
Net charge: +1
Energy, eV: -23885.76403
Energy above the lowest of the compared OMol25 structures with the same formula, charge and spin, kJ/mol: 0.00

Last columns: bonded neighbours and bond lengths (Å).
Geometry (Å):
1 N -5.806 1.453 -0.187  N2 1.115
2 N -4.842 0.938 0.032  N1 1.115, C3 1.435
3 C -3.631 0.171 0.065  N2 1.435, Cl4 1.730, C5 1.378
4 Cl -4.005 -1.519 0.068  C3 1.730
5 C -2.428 0.843 0.040  C3 1.378, C6 1.454, H12 1.019
6 C -1.122 0.206 -0.020  C5 1.454, C7 1.426, C11 1.404
7 C -0.006 1.088 0.085  C6 1.426, C8 1.408, H13 1.005
8 C 1.322 0.635 0.193  C7 1.408, C9 1.373, H14 1.064
9 C 1.605 -0.695 0.000  C8 1.373, C10 1.401, H15 1.025
10 C 0.519 -1.575 -0.092  C9 1.401, C11 1.374, H16 1.009
11 C -0.782 -1.145 -0.199  C6 1.404, C10 1.374, H17 1.057
12 H -2.574 1.850 0.088  C5 1.019
13 H -0.063 2.089 0.158  C7 1.005
14 H 2.227 1.194 0.219  C8 1.064
15 H 2.584 -0.997 -0.004  C9 1.025
16 H 0.566 -2.566 -0.276  C10 1.009
17 H -1.674 -1.694 -0.333  C11 1.057